The following is a DFT calculation (the ωB97M-V functional and the def2-TZVPD basis) of a molecular structure, C14H46AsBeF6O13 at a distorted geometry.

M in g/mol: 620.4
Gap between HOMO and LUMO in eV: 2.2
E in eV: -119410.4209
HOMO energy in eV: -11.99
Total charge: +1
LUMO level in eV: -9.826

```
81
Properties=species:S:1:pos:R:3:mulliken_charge:R:1
Be 1.39119 2.27762 -3.84991 1.15
As -0.19281 -0.10024 -0.50531 2.15
F 0.94359 -1.52663 -0.32374 -0.53
F 0.85296 0.79861 0.69757 -0.35
F -1.22877 1.33984 -0.72633 -0.43
F -1.23348 -1.02391 -1.68517 -0.49
F -1.21185 -0.62492 0.92472 -0.28
F 0.91592 0.50411 -1.80207 -0.60
C 3.87570 2.68568 -1.39867 -0.59
O 3.39452 1.73165 -2.30323 -0.28
H 4.58654 3.25936 -1.99339 0.39
H 3.22650 3.54519 -1.23174 0.30
H 4.29525 2.31541 -0.46327 0.16
H 4.06160 1.04133 -2.31057 0.24
C -1.30374 -0.36723 -4.40280 -0.45
O -0.80361 0.95044 -4.29130 -0.29
H -2.26538 -0.42103 -3.89246 -0.06
H -1.66282 -0.70632 -5.37449 0.42
H -0.53182 -1.06799 -4.08471 0.25
H -1.54744 1.52201 -4.49536 0.39
C -3.23085 -1.60333 3.43826 -0.63
O -2.71785 -0.29146 3.58578 -0.55
H -4.29440 -1.56948 3.20196 0.29
H -2.79219 -2.11022 2.57876 0.14
H -3.06014 -2.24056 4.30596 0.34
H -2.40880 -0.07134 2.70394 0.21
C 2.22534 3.42619 2.04884 -0.60
O 1.46871 3.44916 0.80390 -0.39
H 2.33865 4.44432 2.42122 0.34
H 1.71316 2.87370 2.83657 0.28
H 3.19987 2.94326 1.97702 0.22
H 1.34145 2.53401 0.54332 0.24
C 1.35048 -4.47643 -1.71347 -0.63
O 0.88709 -3.27523 -2.36773 -0.55
H 2.12569 -5.03303 -2.24011 0.29
H 1.88861 -4.11440 -0.83742 0.16
H 0.55879 -5.15589 -1.39780 0.26
H 0.64089 -2.59632 -1.73523 0.42
C -3.06384 -3.67050 -0.26516 -0.22
O -2.72165 -4.82454 0.40167 -0.54
H -2.42426 -3.31528 -1.07315 0.02
H -3.98579 -3.95155 -0.77419 0.44
H -3.36152 -2.85113 0.38914 -0.01
H -3.51881 -5.35696 0.45327 0.32
C 0.55615 -1.28303 3.70361 -0.22
O 1.23492 -2.45994 3.19328 -0.52
H 1.12074 -0.78728 4.49327 0.38
H 0.49400 -0.51210 2.93557 -0.13
H -0.44258 -1.55270 4.04701 0.18
H 0.71721 -2.92722 2.53357 0.29
C -4.46598 0.20230 -0.93583 -0.21
O -5.67842 0.84785 -1.18940 -0.58
H -4.58259 -0.70983 -0.35057 0.41
H -4.07267 -0.15977 -1.88573 0.06
H -3.81449 0.83080 -0.32866 -0.07
H -6.09015 1.02387 -0.34022 0.33
C -2.56153 3.22119 1.13540 -0.32
O -1.45275 3.61669 0.40640 -0.46
H -2.75875 3.84376 2.00810 0.33
H -3.42861 3.19033 0.47560 0.23
H -2.44456 2.19569 1.48576 -0.04
H -1.30650 2.87917 -0.19049 0.44
C -3.22457 2.97646 -3.37088 -0.53
O -2.42908 3.03487 -4.50667 -0.57
H -4.19478 2.57639 -3.66540 0.27
H -2.85145 2.46046 -2.48622 0.07
H -3.47734 3.95616 -2.96541 0.47
H -1.88063 3.81858 -4.42535 0.29
C 4.10168 -0.95740 0.27899 -0.83
C 3.96627 -0.76442 1.83895 1.27
C 4.97504 -1.59212 2.69649 -0.44
O 5.51123 -0.63603 3.56205 -0.31
C 5.13932 0.56736 3.16461 0.56
O 5.51215 1.62929 3.70194 -0.63
O 4.39214 0.56380 2.08740 -0.20
H 5.06723 -0.66017 -0.13024 0.50
H 3.49169 -0.30856 -0.34953 -0.50
H 3.91697 -1.99686 0.00790 0.40
H 2.97362 -0.93805 2.25440 -0.46
H 5.77585 -2.06318 2.12648 0.26
H 4.49024 -2.42199 3.21068 0.36
```